i.
Computed, not measured: a cluster of 2 separate species, C4H8 in total, with ωB97M-V with the def2-TZVPD basis set.

The geometry in XYZ format:
```
12
Properties=species:S:1:pos:R:3:nbo_charge:R:1
C 0.95 -2.34 0.77 -0.390
C -0.36 3.00 -1.23 -0.388
C -0.42 1.66 -1.03 -0.393
C -0.16 -2.34 1.50 -0.390
H 1.12 -1.64 -0.06 0.196
H -0.93 -1.58 1.31 0.193
H -1.04 3.43 -1.97 0.193
H 1.76 -3.05 1.00 0.194
H 0.19 1.12 -0.30 0.196
H -1.15 1.09 -1.61 0.194
H 0.35 3.67 -0.74 0.198
H -0.31 -3.02 2.35 0.197
```

The HOMO energy comes out at -0.37214 hartree. As for the total charge: 0. Its SMILES is C=C.C=C.

---

ii.
Computed, not measured: the molecule C4H8, with ωB97M-V with the def2-TZVPD basis set.

The geometry in XYZ format:
```
12
Properties=species:S:1:pos:R:3:nbo_charge:R:1
C 0.54 0.09 -0.88 -0.447
C 0.16 1.46 -0.25 -0.604
C 0.26 -0.98 0.26 -0.182
C -0.95 -0.99 0.90 -0.413
H -1.94 -1.13 0.35 0.189
H 1.63 0.23 -0.97 0.209
H -1.14 -0.75 1.99 0.205
H 0.76 2.26 -1.02 0.195
H 0.03 -0.19 -1.85 0.224
H 0.49 1.72 0.80 0.224
H 1.16 -1.26 0.82 0.186
H -1.03 1.63 -0.35 0.214
```

The HOMO energy comes out at -0.31628 hartree. As for the total charge: 0. Its SMILES is C=CCC.

---

Computed stability ranking, most favorable first: i, ii

---

i.
Computed, not measured: the ion C4H2ClO2 with charge -1, with ωB97M-V with the def2-TZVPD basis set.

The geometry in XYZ format:
```
9
Properties=species:S:1:pos:R:3:nbo_charge:R:1
Cl 2.31 -0.61 0.59 -0.026
O -0.23 1.84 -0.49 -0.711
O -1.03 -0.06 2.58 -0.529
C 0.70 -0.07 0.87 -0.457
C -0.04 -0.13 1.92 0.599
C -0.05 0.62 -0.58 0.504
C -0.43 -0.32 -1.43 -0.758
H -1.04 0.00 -2.20 0.191
H -0.19 -1.28 -1.26 0.187
```

The HOMO energy comes out at -0.11615 hartree. As for the total charge: -1. Its SMILES is C=C([O-])C(Cl)=C=O.

---

ii.
Computed, not measured: a cluster of 2 separate species, C4H2ClO2 in total, with ωB97M-V with the def2-TZVPD basis set.

The geometry in XYZ format:
```
9
Properties=species:S:1:pos:R:3:nbo_charge:R:1
Cl -2.05 0.97 -1.14 -0.158
O 1.77 -1.49 -1.55 -0.607
O 2.61 1.16 0.87 -0.598
C -1.75 0.10 0.37 -0.708
C 0.59 -0.03 0.12 -0.267
C 1.27 -0.82 -0.69 0.515
C 1.78 0.39 0.50 0.494
H -1.86 0.67 1.25 0.164
H -2.36 -0.95 0.26 0.166
```

The HOMO energy (alpha / beta) comes out at -0.07092 / -0.07081 hartree. As for the total charge: -1.

---

Computed stability ranking, most favorable first: i, ii

---

i.
Computed, not measured: a cluster of 4 separate species, C2H14NO3 in total, with ωB97M-V with the def2-TZVPD basis set.

The geometry in XYZ format:
```
20
Properties=species:S:1:pos:R:3:nbo_charge:R:1
O 1.45 1.91 -1.10 -0.984
O -0.35 -2.77 2.56 -0.969
O -1.71 2.02 -2.28 -0.965
N 1.46 -0.36 0.54 -0.680
C 0.24 -0.91 -0.15 -0.215
C -1.00 -0.30 0.41 -0.645
H -2.39 1.88 -2.95 0.490
H 2.12 2.60 -1.12 0.495
H 2.21 -0.99 0.25 0.432
H 0.24 -1.97 0.09 0.229
H -0.50 -2.75 3.51 0.487
H -1.14 0.75 0.11 0.233
H -1.89 -0.80 0.02 0.251
H -1.89 2.90 -1.92 0.478
H 1.76 0.56 0.18 0.469
H 0.36 -0.64 -1.19 0.234
H 1.39 -0.36 1.56 0.439
H 0.71 2.30 -1.59 0.511
H -0.88 -3.52 2.26 0.485
H -1.05 -0.32 1.49 0.227
```

The HOMO energy comes out at -0.54876 hartree. As for the total charge: +1.

---

ii.
Computed, not measured: a cluster of 4 separate species, C2H14NO3 in total, with ωB97M-V with the def2-TZVPD basis set.

The geometry in XYZ format:
```
20
Properties=species:S:1:pos:R:3:nbo_charge:R:1
O -0.59 2.25 -0.08 -0.969
O 1.03 -0.02 3.18 -0.956
O 2.38 0.06 -0.75 -0.961
N -1.30 -0.38 -0.77 -0.512
C -0.94 -0.96 -2.12 -0.413
C -0.59 -1.00 0.40 -0.436
H 1.80 0.21 3.71 0.484
H 0.32 -0.45 0.63 0.270
H -1.12 0.64 -0.74 0.472
H 0.06 2.90 -0.40 0.500
H 0.28 0.09 3.77 0.475
H -1.16 -0.92 1.32 0.230
H 3.01 -0.17 -0.06 0.485
H -0.30 -2.01 0.11 0.226
H -1.24 -0.25 -2.86 0.235
H -1.35 -1.96 -2.15 0.230
H 0.14 -1.05 -2.12 0.243
H -0.92 2.69 0.72 0.497
H -2.29 -0.50 -0.60 0.420
H 2.78 0.82 -1.19 0.480
```

The HOMO energy comes out at -0.54146 hartree. As for the total charge: +1.

---

Computed stability ranking, most favorable first: i, ii

---

i.
Computed, not measured: a cluster of 2 separate species, C4H11NO3S in total, with ωB97M-V with the def2-TZVPD basis set.

The geometry in XYZ format:
```
20
Properties=species:S:1:pos:R:3:nbo_charge:R:1
S -2.20 -0.64 -0.07 2.455
O -1.91 -1.64 0.88 -0.958
O -3.61 -0.41 -0.27 -0.915
O -1.73 -1.08 -1.52 -0.856
N -1.15 0.61 0.39 -0.634
C -1.47 0.85 1.79 -0.447
C 2.06 -2.05 0.44 -0.359
C -1.44 1.89 -0.44 -0.437
C 1.47 -1.91 -0.73 -0.372
H 0.40 -2.16 -0.78 0.140
H 1.95 -1.62 -1.62 0.203
H -1.06 -1.73 -1.33 0.500
H -2.39 2.43 -0.11 0.207
H -1.31 1.89 2.12 0.215
H -0.96 0.18 2.49 0.230
H -0.63 2.62 -0.33 0.214
H -2.64 0.63 1.89 0.200
H -1.42 1.50 -1.47 0.223
H 3.08 -1.63 0.59 0.186
H 1.74 -2.53 1.35 0.206
```

The HOMO energy comes out at -0.37664 hartree. As for the total charge: 0. Its SMILES is CN(C)S(=O)(=O)O.C=C.

---

ii.
Computed, not measured: the molecule C4H11NO3S, with ωB97M-V with the def2-TZVPD basis set.

The geometry in XYZ format:
```
20
Properties=species:S:1:pos:R:3:nbo_charge:R:1
S -0.42 1.62 -1.50 2.501
O -0.83 2.27 -0.28 -0.929
O -1.36 1.15 -2.47 -0.924
O 0.50 0.36 -1.13 -0.731
N 0.72 2.55 -2.12 -1.095
C -1.04 -0.81 0.49 -0.442
C -0.27 -0.84 -0.82 -0.093
C 0.99 -1.43 1.88 -0.626
C -0.29 -0.60 1.80 -0.403
H 1.70 -1.18 1.09 0.208
H -0.83 -1.03 -1.76 0.214
H 1.58 -1.19 2.83 0.211
H 1.06 2.38 -3.07 0.414
H 0.01 0.49 1.78 0.214
H -1.57 -1.73 0.56 0.214
H 1.50 2.81 -1.48 0.423
H -1.02 -0.83 2.62 0.213
H -1.76 0.12 0.43 0.231
H 0.84 -2.52 1.97 0.205
H 0.49 -1.60 -0.85 0.195
```

The HOMO energy comes out at -0.39680 hartree. As for the total charge: 0. Its SMILES is CCCCOS(N)(=O)=O.

---

Computed stability ranking, most favorable first: ii, i

---

i.
Computed, not measured: the ion C2H10N5 with charge +1, with ωB97M-V with the def2-TZVPD basis set.

The geometry in XYZ format:
```
17
Properties=species:S:1:pos:R:3:nbo_charge:R:1
N 1.79 1.09 -0.99 -0.643
N -0.89 -0.03 -0.42 -0.544
N 1.45 0.19 0.07 -0.435
N -1.23 -1.05 2.14 -0.655
N -0.08 -0.39 1.73 -0.411
C -1.02 0.27 -1.87 -0.452
C 0.16 -0.09 0.42 0.667
H -1.69 -0.24 0.10 0.428
H 2.08 0.03 0.79 0.380
H 2.34 1.84 -0.56 0.394
H 0.76 -0.29 2.25 0.380
H -0.70 -0.60 -2.54 0.221
H -2.10 0.50 -2.17 0.251
H 2.17 0.51 -1.71 0.388
H -0.98 -2.10 2.17 0.388
H -0.37 1.07 -2.28 0.249
H -1.71 -0.70 2.89 0.395
```

The HOMO energy comes out at -0.52151 hartree. As for the total charge: +1. Its SMILES is C[NH+]=C(NN)NN.

---

ii.
Computed, not measured: a structure of composition C2H10N5, with ωB97M-V with the def2-TZVPD basis set.

The geometry in XYZ format:
```
17
Properties=species:S:1:pos:R:3:nbo_charge:R:1
N 2.97 -0.38 -0.16 -0.500
N 1.89 0.22 -0.27 0.116
N -1.42 -1.65 -0.18 -0.825
N 0.92 -0.03 0.44 -0.363
N -0.57 1.98 0.23 -0.794
C -0.69 0.68 -0.30 0.233
C -1.75 -0.23 0.18 -0.323
H -2.24 -2.17 -0.25 0.389
H 3.72 -0.42 -0.84 0.427
H -1.91 -0.37 1.24 0.235
H -0.25 2.67 -0.48 0.425
H -0.82 -1.60 -1.00 0.360
H 0.91 -0.64 1.17 0.361
H -2.74 0.24 -0.17 0.238
H -0.80 2.14 1.19 0.414
H -0.35 0.74 -1.35 0.235
H 3.11 -1.17 0.56 0.371
```

The HOMO energy comes out at -0.49308 hartree. As for the total charge: +1.

---

Computed stability ranking, most favorable first: i, ii

---

i.
Computed, not measured: a cluster of 5 separate species, CH10O6 in total, with ωB97M-V with the def2-TZVPD basis set.

The geometry in XYZ format:
```
17
Properties=species:S:1:pos:R:3:nbo_charge:R:1
O 0.02 0.74 2.86 -0.586
O -1.52 -1.05 -1.29 -0.931
O 0.77 2.18 -0.94 -0.952
O 0.93 -0.60 -1.81 -1.045
O 1.43 0.14 1.24 -0.733
O -1.21 -1.84 1.25 -0.993
C 0.65 1.07 1.88 0.630
H -0.03 -0.98 -1.49 0.498
H -1.55 -1.25 -0.31 0.509
H 1.27 -1.27 -2.44 0.470
H 0.56 2.13 1.53 0.148
H -2.03 -0.34 -1.28 0.462
H 1.34 2.52 -1.64 0.481
H -0.34 -1.45 1.59 0.528
H 1.54 0.25 0.27 0.539
H 0.06 1.76 -1.35 0.476
H -1.88 -2.01 1.91 0.499
```

The HOMO energy comes out at -0.39033 hartree. As for the total charge: 0. Its SMILES is O=CO.O.O.O.O.

---

ii.
Computed, not measured: a cluster of 5 separate species, CH10O6 in total, with ωB97M-V with the def2-TZVPD basis set.

The geometry in XYZ format:
```
17
Properties=species:S:1:pos:R:3:nbo_charge:R:1
O 0.86 -2.34 0.44 -0.997
O -0.50 -0.01 -1.76 -0.682
O 0.26 2.06 -1.86 -0.623
O 1.70 1.99 0.51 -0.979
O 0.26 0.05 1.95 -0.972
O -1.78 -1.71 -0.16 -0.990
C -0.56 1.26 -1.49 0.658
H 1.46 1.80 -0.42 0.495
H -1.10 -0.59 -1.22 0.529
H 1.95 2.91 0.44 0.485
H -1.04 -2.18 0.22 0.521
H -0.61 0.36 1.71 0.470
H 0.60 -1.57 0.97 0.501
H -1.43 1.59 -0.91 0.091
H -2.64 -2.10 0.00 0.498
H 0.86 0.68 1.51 0.508
H 1.72 -2.20 0.05 0.489
```

The HOMO energy comes out at -0.40105 hartree. As for the total charge: 0. Its SMILES is O=CO.O.O.O.O.

---

Computed stability ranking, most favorable first: ii, i

---

i.
Computed, not measured: a cluster of 2 separate species, C6H13O4 in total, with ωB97M-V with the def2-TZVPD basis set.

The geometry in XYZ format:
```
23
Properties=species:S:1:pos:R:3:mulliken_spin:R:1
O -0.35 -3.20 -1.58 0.000
O 0.28 -0.61 0.15 0.040
O -1.38 3.07 1.51 0.002
O 1.54 0.84 -2.11 0.312
C -0.76 4.08 2.27 -0.001
C -0.21 -2.94 -0.20 0.001
C -1.20 -2.32 -2.28 0.000
C 1.63 1.15 -0.92 -0.010
C 1.02 0.48 0.19 0.627
C 0.85 -1.92 0.15 0.033
H 1.37 0.73 1.19 0.008
H 1.68 -1.96 -0.57 -0.007
H -0.72 2.39 1.20 -0.011
H -1.53 4.82 2.53 0.000
H -1.33 -2.74 -3.29 0.000
H 1.25 -2.14 1.15 0.005
H -1.18 -2.62 0.23 -0.003
H 2.22 2.04 -0.61 0.000
H -2.19 -2.26 -1.79 0.000
H 0.08 -3.88 0.27 0.002
H -0.78 -1.31 -2.37 0.000
H 0.03 4.60 1.70 0.000
H -0.32 3.69 3.20 0.000
```

The expectation value of S² is 0.77. The HOMO energy (alpha / beta) comes out at -0.34606 / -0.36509 hartree. As for the spin multiplicity: 2. As for the total charge: 0.

---

ii.
Computed, not measured: a cluster of 2 separate species, C6H13O4 in total, with ωB97M-V with the def2-TZVPD basis set.

The geometry in XYZ format:
```
23
Properties=species:S:1:pos:R:3:mulliken_spin:R:1
O 0.21 0.35 2.31 0.847
O -0.06 -2.35 2.94 0.002
O -0.33 4.11 1.70 0.043
O 2.16 3.07 0.15 0.000
C -0.78 4.58 0.47 0.000
C -1.00 -1.61 3.07 0.076
C 0.36 2.57 1.80 -0.004
C 1.85 2.67 1.46 0.006
C 1.88 2.12 -0.85 -0.001
C -0.98 -0.13 2.73 -0.015
H 2.33 1.70 1.69 0.001
H 0.06 4.87 -0.19 0.000
H 2.31 3.41 2.13 -0.002
H -1.39 0.44 3.59 0.006
H 0.33 2.56 2.91 0.007
H -1.99 -1.98 3.44 0.004
H -1.39 3.83 -0.04 -0.001
H 2.22 1.12 -0.56 0.000
H 2.42 2.43 -1.76 0.000
H -0.19 2.13 0.95 0.012
H 0.80 2.07 -1.07 0.000
H -1.40 5.47 0.68 0.002
H -1.74 0.04 1.93 0.017
```

The expectation value of S² is 0.76. The HOMO energy (alpha / beta) comes out at -0.33917 / -0.33819 hartree. As for the spin multiplicity: 2. As for the total charge: 0.

---

Computed stability ranking, most favorable first: i, ii

---

i.
Computed, not measured: a cluster of 2 separate species, C3H5IO in total, with ωB97M-V with the def2-TZVPD basis set.

The geometry in XYZ format:
```
10
Properties=species:S:1:pos:R:3:nbo_charge:R:1
I 2.60 0.49 1.17 -0.518
O 0.90 -0.22 -1.81 -0.610
C -0.75 0.21 -0.15 -0.325
C 0.47 -0.49 -0.57 0.337
C -1.33 0.30 1.05 -0.217
H 0.65 -1.33 -0.02 0.197
H -1.05 -0.29 1.82 0.193
H -2.15 0.96 1.19 0.207
H 1.80 -0.60 -1.78 0.512
H -1.14 0.97 -0.90 0.223
```

The HOMO energy (alpha / beta) comes out at -0.31109 / -0.31110 hartree. As for the total charge: 0.

---

ii.
Computed, not measured: a cluster of 2 separate species, C3H5IO in total, with ωB97M-V with the def2-TZVPD basis set.

The geometry in XYZ format:
```
10
Properties=species:S:1:pos:R:3:nbo_charge:R:1
I -2.69 -0.03 0.02 0.140
O 2.04 1.01 0.07 -0.430
C -1.41 1.32 -0.79 -0.752
C 1.01 -0.53 -1.52 -0.811
C 1.27 0.53 -0.61 0.688
H -0.03 -0.80 -1.48 0.274
H -1.29 1.48 -1.92 0.195
H -1.69 2.24 -0.35 0.173
H 1.53 -1.46 -1.56 0.244
H 1.03 -0.18 -2.59 0.280
```

The HOMO energy (alpha / beta) comes out at -0.29228 / -0.26435 hartree. As for the total charge: 0.

---

Computed stability ranking, most favorable first: i, ii